The following is a DFT calculation (wB97M-V/def2-TZVPD) of the ion C3H2NO2S2 with charge -1 in a non-equilibrium geometry.

Values from the calculation:
Total charge = -1
Multiplicity = 3
Molecular weight = 148.2 Da
Lowest unoccupied orbital energy (alpha / beta) = 3.1 / 0.7 eV
Gap between HOMO and LUMO (alpha / beta) = 3.486 / 6.162 eV
Total energy = -1116.98322 a.u.

Element x y z (Å)
C  1.54217  0.02976  -0.69790
C  -0.94377  -0.35442  -0.63532
C  0.14935  0.07396  0.34582
N  2.47943  -0.08795  -1.39071
O  -1.12082  -1.56540  -0.55034
O  -1.36486  0.57871  -1.32155
S  -0.03204  1.82623  0.78610
S  0.56493  -1.00703  1.77426
H  -0.76535  2.26912  -0.21584
H  -0.50904  -1.76297  1.90547

Forces on atoms 1 to 2 (eV/Å):
2.8 0.6 -0.9
0.7 4.0 1.9

Atom charges from the Mulliken analysis, given in e for atoms 1 to 8: number 1, C, carries -0.15; number 2, C, carries 0.28; number 3, C, carries 0.49; number 4, N, carries -0.56; number 5, O, carries -0.30; number 6, O, carries -0.61; number 7, S, carries -0.21; number 8, S, carries -0.24


The following is a DFT calculation (wB97M-V/def2-TZVPD) of a cluster of 2 separate species, C3H2NO3 in total in a non-equilibrium geometry.

Values from the calculation:
Total charge = -1
Molecular weight = 100.1 Da
Lowest unoccupied orbital energy = 3.1 eV
Gap between HOMO and LUMO = 5.246 eV
Total energy = -395.91902 a.u.

Element x y z (Å)
C  -0.81222  -0.03426  1.41427
C  -1.67760  -0.31220  0.51246
C  1.96594  -1.40008  -0.23215
N  -2.24639  -0.93924  -0.32034
O  1.51710  -1.49929  -1.25303
O  2.46134  -1.31792  0.78171
O  -3.31251  -0.89525  -1.12792
H  0.03449  0.54020  1.40483
H  -0.73995  -0.59794  2.37257

Forces on atoms 1 to 2 (eV/Å):
1.3 -0.8 4.7
-1.0 -0.8 -1.5

Atom charges from the Mulliken analysis, given in e for atoms 1 to 8: number 1, C, carries -1.36; number 2, C, carries 0.66; number 3, C, carries 0.63; number 4, N, carries 0.00; number 5, O, carries -0.30; number 6, O, carries -0.35; number 7, O, carries -0.71; number 8, H, carries 0.30


The following is a DFT calculation (wB97M-V/def2-TZVPD) of a cluster of 2 separate species, C3H2NO3 in total in a non-equilibrium geometry.

Values from the calculation:
Total charge = -1
Molecular weight = 100.1 Da
Lowest unoccupied orbital energy (alpha / beta) = 3.9 / 3.9 eV
Gap between HOMO and LUMO (alpha / beta) = 7.013 / 7.014 eV
Total energy = -395.94142 a.u.

Element x y z (Å)
C  0.27725  0.17855  0.14577
C  0.73188  1.51750  0.05710
C  0.79396  -1.65959  1.28649
N  1.32018  2.40112  0.57440
O  -0.17594  -2.29722  1.06380
O  1.87675  -1.56461  1.74279
O  1.72852  3.56028  0.73171
H  -0.75700  0.15581  0.49706
H  0.35750  -0.33515  -0.81239

Forces on atoms 1 to 2 (eV/Å):
-0.9 -0.8 -0.5
1.2 -0.4 1.8

Atom charges from the Mulliken analysis, given in e for atoms 1 to 8: number 1, C, carries -0.99; number 2, C, carries 0.19; number 3, C, carries 0.57; number 4, N, carries 0.40; number 5, O, carries -0.48; number 6, O, carries -0.45; number 7, O, carries -0.74; number 8, H, carries 0.24


The following is a DFT calculation (wB97M-V/def2-TZVPD) of the ion C3H2NO4S with charge -1 in a non-equilibrium geometry.

Values from the calculation:
Total charge = -1
Molecular weight = 148.1 Da
Lowest unoccupied orbital energy = 3.0 eV
Gap between HOMO and LUMO = 7.555 eV
Total energy = -869.39927 a.u.

Element x y z (Å)
C  0.66702  -0.92851  0.48201
C  -0.56286  -1.27864  -0.53456
C  1.32544  0.25167  0.07507
N  -1.34178  -0.28528  -0.58440
O  0.78775  -1.80435  1.31765
O  -0.60545  -2.35996  -1.01335
O  -1.12928  2.23264  -0.95657
O  -1.45065  1.36569  1.37140
S  -0.94234  1.17408  0.01561
H  1.63080  1.07483  0.78068
H  1.62135  0.55784  -0.95353

Forces on atoms 1 to 2 (eV/Å):
-0.9 -3.2 -1.5
3.4 1.3 2.3

Atom charges from the Mulliken analysis, given in e for atoms 1 to 8: number 1, C, carries 0.62; number 2, C, carries 0.58; number 3, C, carries -0.90; number 4, N, carries -0.48; number 5, O, carries -0.58; number 6, O, carries -0.64; number 7, O, carries -0.57; number 8, O, carries -0.57